# C50H57BrMoN2O2S3Si

A structure of composition C50H57BrMoN2O2S3Si in a non-equilibrium geometry (ωB97M-V/def2-TZVPD, the Open Molecules 2025 dataset).

As for the net charge: +4. Its energy above the lowest of the compared OMol25 structures with the same formula, charge and spin is 0.0 kJ/mol. The HOMO energy is -16.943 eV. The calculation puts the frontier orbital gap at 5.19 eV.

Structure (XYZ):
```
117
Properties=species:S:1:pos:R:3:mulliken_charge:R:1
Mo -0.17 2.12 -0.64 0.2998
C 1.37 4.14 7.46 -1.4224
C 0.99 3.47 6.17 0.7882
C -0.27 2.91 6.00 -1.0319
C -0.61 2.29 4.81 -0.7308
C 0.35 2.21 3.80 0.8023
C 1.62 2.77 3.94 0.1145
C 1.92 3.41 5.12 -0.8573
S -0.21 1.33 2.42 -0.0004
O 0.26 2.27 1.13 0.0041
C 0.64 -0.16 2.03 2.0587
C -0.27 -1.24 2.19 -1.5716
C 0.13 -2.50 1.87 -1.0118
C 1.40 -2.73 1.32 0.9535
C 1.81 -4.05 0.98 -1.0592
C 3.05 -4.28 0.48 -0.7449
C 3.95 -3.21 0.29 -1.0973
C 3.60 -1.93 0.62 -1.1708
C 2.31 -1.65 1.15 1.2505
C 1.93 -0.33 1.54 -0.6850
C 3.07 0.64 1.65 -0.2878
C 3.84 0.50 2.86 1.3280
C 3.35 -0.24 3.97 -1.0817
C 4.09 -0.34 5.11 -0.8830
C 5.36 0.27 5.22 -0.7750
C 5.86 0.97 4.17 -0.9888
C 5.12 1.11 2.97 0.6793
C 5.67 1.78 1.86 -0.9336
C 4.95 1.92 0.71 -1.5442
C 3.63 1.40 0.64 1.8040
S 2.99 1.89 -0.95 -0.1466
O 1.57 1.25 -1.16 -0.2550
C 2.52 3.59 -0.61 1.1156
C 1.35 4.02 -1.23 -1.6520
C 0.90 5.32 -1.09 -0.8440
C 1.60 6.23 -0.29 0.3979
C 1.13 7.64 -0.11 -1.6104
C 2.76 5.77 0.33 -1.0313
C 3.23 4.47 0.18 -0.4079
H 0.51 4.28 8.11 0.3936
H 1.84 5.11 7.28 0.3845
H 2.10 3.53 7.99 0.3319
H -1.00 2.96 6.80 0.4209
H -1.60 1.86 4.68 0.5210
H 2.34 2.73 3.13 0.4792
H 2.90 3.86 5.25 0.5239
H -1.27 -1.05 2.56 0.5691
H -0.55 -3.34 2.03 0.5892
H 1.11 -4.86 1.15 0.5254
H 3.37 -5.29 0.23 0.5027
H 4.94 -3.41 -0.10 0.5095
H 4.32 -1.14 0.49 0.4124
H 2.39 -0.72 3.92 0.4439
H 3.70 -0.91 5.95 0.5138
H 5.93 0.16 6.13 0.4738
H 6.84 1.43 4.23 0.5097
H 6.68 2.16 1.92 0.5294
H 5.40 2.40 -0.16 0.7290
H 0.93 3.44 -2.08 1.7382
H 0.02 5.64 -1.63 0.7395
H 0.59 7.99 -1.00 0.4060
H 1.96 8.32 0.07 0.4863
H 0.46 7.71 0.75 0.2566
H 3.33 6.46 0.94 0.4980
H 4.13 4.17 0.69 0.5366
C -1.34 -6.40 -3.24 -1.7151
C -1.38 -5.11 -2.37 2.4813
C -1.64 -5.52 -0.92 -1.8322
C -0.02 -4.40 -2.42 -1.7991
Si -2.71 -4.08 -3.20 -1.3454
Br -1.04 -0.09 -1.03 0.3585
C -2.45 -3.46 -4.94 2.2330
C -2.95 -2.02 -5.12 -1.6255
C -3.35 -4.43 -5.76 -1.6549
C -1.02 -3.54 -5.50 -1.9418
C -4.41 -3.95 -2.41 2.2792
C -4.32 -3.57 -0.92 -1.6329
C -4.94 -5.41 -2.54 -1.6476
C -5.41 -3.01 -3.09 -1.9852
H -0.54 -7.03 -2.86 0.5204
H -1.13 -6.20 -4.29 0.3521
H -2.26 -6.98 -3.17 0.4013
H -0.83 -6.18 -0.61 0.5655
H -2.57 -6.08 -0.78 0.3814
H -1.65 -4.66 -0.24 0.2844
H 0.72 -5.04 -1.94 0.4652
H -0.03 -3.45 -1.88 0.4281
H 0.33 -4.21 -3.44 0.3205
H -4.00 -1.89 -4.90 0.3452
H -2.81 -1.74 -6.17 0.5088
H -2.37 -1.31 -4.52 0.3192
H -4.41 -4.38 -5.48 0.3371
H -3.02 -5.47 -5.69 0.3776
H -3.28 -4.15 -6.81 0.5267
H -0.35 -2.84 -5.00 0.3822
H -1.06 -3.27 -6.56 0.5766
H -0.59 -4.54 -5.45 0.3818
H -3.84 -4.33 -0.31 0.3518
H -5.34 -3.44 -0.54 0.5252
H -3.80 -2.62 -0.77 0.3157
H -4.30 -6.15 -2.05 0.3461
H -5.09 -5.71 -3.58 0.3821
H -5.92 -5.46 -2.05 0.5082
H -5.11 -1.96 -2.99 0.3878
H -6.37 -3.12 -2.59 0.5779
H -5.57 -3.23 -4.14 0.4016
S -2.30 2.83 -1.22 -0.3457
C -2.65 4.56 -1.17 0.4245
N -3.57 5.00 -2.07 0.0011
C -4.06 6.25 -2.04 -0.0865
C -3.62 7.10 -1.06 -0.6826
C -2.66 6.61 -0.18 -0.0004
N -2.19 5.36 -0.24 -0.2563
H -3.90 4.35 -2.77 0.2799
H -4.80 6.51 -2.79 0.4644
H -4.00 8.11 -0.99 0.4499
H -2.27 7.23 0.61 0.5129
```


# C9H23Cl4N5O10

A cluster of 7 separate species, C9H23Cl4N5O10 in total in a non-equilibrium geometry (ωB97M-V/def2-TZVPD, the Open Molecules 2025 dataset).

As for the net charge: 0. Its energy above the lowest of the compared OMol25 structures with the same formula, charge and spin is 162.6 kJ/mol. The HOMO energy is -9.204 eV. Its structure (SMILES) is C[N+](=O)[O-].C[N+](=O)[O-].C[N+](=O)[O-].C[N+](=O)[O-].C[N+](=O)[O-].ClCCCl.ClCCCl. The calculation puts the frontier orbital gap at 9.32 eV.

Structure (XYZ):
```
51
Properties=species:S:1:pos:R:3:nbo_charge:R:1
Cl -1.03 3.54 3.87 -0.0451
C -1.13 2.40 5.20 -0.3956
C -1.22 0.97 4.72 -0.3871
Cl -2.74 0.63 3.84 -0.0497
H -1.97 2.66 5.84 0.2220
H -0.21 2.47 5.79 0.2188
H -1.17 0.30 5.57 0.2190
H -0.41 0.73 4.04 0.2216
Cl 0.13 -0.72 1.80 -0.1279
C -0.19 -1.43 0.18 -0.3552
C -1.18 -0.56 -0.56 -0.4421
Cl -2.76 -0.58 0.23 -0.0876
H -0.56 -2.44 0.32 0.2275
H 0.79 -1.42 -0.28 0.2129
H -1.27 -0.96 -1.57 0.2146
H -0.77 0.44 -0.63 0.2743
C -1.34 2.93 0.46 -0.5023
N -0.34 2.73 -0.59 0.5564
O -0.16 1.59 -0.99 -0.3896
O 0.24 3.70 -1.03 -0.3466
H -2.31 2.60 0.10 0.2691
H -1.36 3.97 0.75 0.2378
H -1.07 2.27 1.28 0.2545
C -1.39 -6.53 -2.38 -0.4829
N -1.67 -5.49 -1.36 0.5337
O -2.43 -5.79 -0.47 -0.3690
O -1.16 -4.40 -1.47 -0.3825
H -2.19 -6.44 -3.10 0.2405
H -1.35 -7.48 -1.87 0.2343
H -0.41 -6.31 -2.81 0.2272
C -1.53 2.96 -4.07 -0.4846
N -2.03 3.04 -2.68 0.5331
O -2.24 2.00 -2.10 -0.3787
O -2.20 4.14 -2.21 -0.3781
H -0.45 2.84 -4.08 0.2485
H -1.84 3.86 -4.59 0.2318
H -1.97 2.06 -4.50 0.2328
C 3.56 -2.59 -2.13 -0.4815
N 2.82 -1.84 -3.18 0.5338
O 3.40 -1.63 -4.23 -0.3760
O 1.69 -1.49 -2.94 -0.3759
H 3.14 -2.25 -1.19 0.2292
H 4.61 -2.36 -2.26 0.2351
H 3.31 -3.64 -2.28 0.2364
C 3.39 1.04 2.41 -0.5017
N 2.89 2.44 2.63 0.5369
O 1.80 2.72 2.17 -0.3696
O 3.63 3.18 3.25 -0.3764
H 2.62 0.33 2.13 0.2451
H 3.86 0.72 3.33 0.2275
H 4.19 1.08 1.68 0.2312
```